(1)
DFT (ωB97M-V/def2-TZVPD) results for a molecular structure, C4H8N2O in a non-equilibrium geometry.

Output
ΔE to the lowest compared entry with this formula, charge and spin: 57.5 kcal per mole
electronic energy: -341.91204 Ha
net charge: 0
frontier orbital gap: 10.2188 eV

Last column: Mulliken charge in e.
Geometry (Å):
1 C -0.56 1.30 1.22  -1.09
2 C -1.07 0.21 0.30  0.20
3 O -1.10 0.67 -1.08  -0.42
4 C 0.00 -0.10 -1.37  0.25
5 N 0.85 -0.04 -2.29  -0.65
6 C -0.04 -0.95 -0.15  -0.12
7 N 1.15 -1.19 0.58  -0.53
8 H 0.54 1.30 1.10  0.30
9 H -0.79 1.11 2.27  0.29
10 H -0.93 2.32 0.99  0.30
11 H -1.77 -0.53 0.60  0.36
12 H 0.64 0.72 -2.93  0.28
13 H -0.58 -1.90 -0.39  0.35
14 H 1.31 -2.14 0.86  0.23
15 H 1.96 -0.78 0.13  0.25

(2)
DFT (ωB97M-V/def2-TZVPD) results for 2 unconnected molecules or ions with the total composition C4H8N2O.

Output
ΔE to the lowest compared entry with this formula, charge and spin: 107.4 kcal per mole
electronic energy: -341.83249 Ha
net charge: 0
frontier orbital gap (alpha / beta): 8.3771 / 8.3759 eV

Last column: Mulliken charge in e.
Geometry (Å):
1 N 2.13 -0.94 -1.64  -0.37
2 C 1.05 -1.21 -0.85  0.27
3 O 1.02 -2.06 0.02  -0.59
4 C 0.17 1.17 1.54  -0.45
5 N -0.79 0.86 0.73  0.08
6 C -1.96 0.00 0.68  -0.19
7 C -1.52 0.94 -0.39  -0.59
8 H 2.95 -1.52 -1.57  0.23
9 H 2.06 -0.27 -2.39  0.21
10 H 0.32 0.56 2.42  0.26
11 H 0.81 2.01 1.31  0.28
12 H -1.76 -1.07 0.56  0.17
13 H -2.71 0.25 1.43  0.28
14 H 0.19 -0.55 -1.08  0.20
15 H -1.97 1.85 -0.75  0.22

(3)
DFT (ωB97M-V/def2-TZVPD) results for C4H8N2O in the gas phase.

Output
SMILES string: C[C@@]1(C(N)=O)CN1
ΔE to the lowest compared entry with this formula, charge and spin: 36.6 kcal per mole
electronic energy: -341.94525 Ha
net charge: 0
frontier orbital gap: 10.5985 eV

Last column: Mulliken charge in e.
Geometry (Å):
1 C 1.69 -0.03 0.14  -1.31
2 C 0.19 0.06 -0.15  1.05
3 C -0.56 0.76 1.02  0.27
4 N -1.88 0.49 1.12  -0.36
5 O 0.03 1.47 1.82  -0.63
6 C -0.15 0.15 -1.61  -0.60
7 N -0.67 -0.95 -0.82  -0.67
8 H 2.23 -0.11 -0.80  0.37
9 H 2.02 0.89 0.63  0.33
10 H 1.95 -0.87 0.79  0.29
11 H -2.27 -0.24 0.54  0.24
12 H -2.40 0.84 1.91  0.25
13 H -0.83 0.85 -2.08  0.23
14 H 0.66 -0.19 -2.26  0.27
15 H -0.24 -1.79 -1.19  0.25

What did the third record say?
DFT (ωB97M-V/def2-TZVPD) results for C4H8N2O in the gas phase.

Output
SMILES string: C[C@@]1(C(N)=O)CN1
ΔE to the lowest compared entry with this formula, charge and spin: 36.6 kcal per mole
electronic energy: -341.94525 Ha
net charge: 0
frontier orbital gap: 10.5985 eV

Last column: Mulliken charge in e.
Geometry (Å):
1 C 1.69 -0.03 0.14  -1.31
2 C 0.19 0.06 -0.15  1.05
3 C -0.56 0.76 1.02  0.27
4 N -1.88 0.49 1.12  -0.36
5 O 0.03 1.47 1.82  -0.63
6 C -0.15 0.15 -1.61  -0.60
7 N -0.67 -0.95 -0.82  -0.67
8 H 2.23 -0.11 -0.80  0.37
9 H 2.02 0.89 0.63  0.33
10 H 1.95 -0.87 0.79  0.29
11 H -2.27 -0.24 0.54  0.24
12 H -2.40 0.84 1.91  0.25
13 H -0.83 0.85 -2.08  0.23
14 H 0.66 -0.19 -2.26  0.27
15 H -0.24 -1.79 -1.19  0.25

Which of these has the lowest electronic energy?
number 3

Copy entry 3 word for word.
DFT (ωB97M-V/def2-TZVPD) results for C4H8N2O in the gas phase.

Output
SMILES string: C[C@@]1(C(N)=O)CN1
ΔE to the lowest compared entry with this formula, charge and spin: 36.6 kcal per mole
electronic energy: -341.94525 Ha
net charge: 0
frontier orbital gap: 10.5985 eV

Last column: Mulliken charge in e.
Geometry (Å):
1 C 1.69 -0.03 0.14  -1.31
2 C 0.19 0.06 -0.15  1.05
3 C -0.56 0.76 1.02  0.27
4 N -1.88 0.49 1.12  -0.36
5 O 0.03 1.47 1.82  -0.63
6 C -0.15 0.15 -1.61  -0.60
7 N -0.67 -0.95 -0.82  -0.67
8 H 2.23 -0.11 -0.80  0.37
9 H 2.02 0.89 0.63  0.33
10 H 1.95 -0.87 0.79  0.29
11 H -2.27 -0.24 0.54  0.24
12 H -2.40 0.84 1.91  0.25
13 H -0.83 0.85 -2.08  0.23
14 H 0.66 -0.19 -2.26  0.27
15 H -0.24 -1.79 -1.19  0.25